1.
C4H12N4 | ωB97M-V with the def2-TZVPD basis set

## Properties
multiplicity = 1
relative energy (zero: lowest compared OMol25 entry of this formula, charge and spin) = 720.6 kJ/mol
HOMO-LUMO gap = 0.3008 hartree

Structure (XYZ):
```
20
Properties=species:S:1:pos:R:3:forces:R:3
C -2.169 -1.380 0.433 -0.391 -1.884 2.303
C -1.510 -0.351 -0.513 -2.410 0.092 1.878
C -0.681 2.108 -0.062 0.030 1.851 -1.055
C 1.316 -0.650 -0.268 -7.480 -1.103 0.676
H -3.058 -1.949 0.064 0.989 0.319 -0.757
H -1.647 -2.159 1.154 -0.077 1.609 -1.960
H -2.687 -0.790 1.152 -0.297 0.742 0.978
H -2.406 0.232 -0.707 -0.046 0.008 -1.146
H -1.149 -0.940 -1.354 0.833 1.080 -0.368
H -1.703 2.498 -0.357 0.888 -0.389 0.964
H -0.241 2.526 0.963 -1.017 -0.193 -2.710
H 0.050 2.432 -1.099 -2.056 -1.074 3.309
H 0.720 -1.685 -0.206 1.240 1.814 -0.519
H 3.071 -1.923 -0.800 -1.469 5.108 2.576
H 3.515 1.089 -0.025 -0.636 -3.252 1.691
H 2.731 0.467 1.331 -0.372 -1.155 -0.904
N -0.678 0.652 0.247 -0.150 -1.375 -2.490
N 0.598 0.454 -0.094 7.577 -2.935 0.461
N 2.639 -0.747 -0.391 2.160 -2.355 -0.674
N 3.288 0.115 0.531 2.683 3.091 -2.252
```
Forces are in eV/Å.

2.
CHN2O3P | ωB97M-V with the def2-TZVPD basis set

## Properties
multiplicity = 1
charge = -2
relative energy (zero: lowest compared OMol25 entry of this formula, charge and spin) = 413.3 kJ/mol
HOMO-LUMO gap = 0.1862 hartree

Structure (XYZ):
```
8
Properties=species:S:1:pos:R:3:forces:R:3
C 1.164 -0.305 -1.246 0.723 0.201 0.791
N 2.109 -1.135 -1.077 0.690 -0.811 -0.218
N 1.828 0.176 -2.280 -0.940 0.121 0.260
O -1.799 1.744 0.890 0.983 -2.244 0.278
O -2.040 -0.860 0.632 1.343 1.601 0.836
O -0.331 0.186 2.334 0.634 -0.339 0.304
P -1.294 0.331 1.232 -3.308 1.046 -1.130
H 0.362 -0.137 -0.484 -0.125 0.426 -1.121
```
Forces are in eV/Å.

3.
C32H80O30P6 | ωB97M-V with the def2-TZVPD basis set

## Properties
multiplicity = 1
HOMO-LUMO gap = 0.2862 hartree

Structure (XYZ):
```
148
Properties=species:S:1:pos:R:3:forces:R:3
C 3.336 -5.051 2.023 -0.529 -0.231 -0.776
C 4.437 -4.721 2.755 0.452 1.502 0.543
C 4.779 -3.345 2.809 -0.450 -0.897 -0.075
C 4.073 -2.434 2.046 -0.306 0.698 -0.267
C 3.033 -2.791 1.163 0.714 -0.850 1.198
C 2.677 -4.125 1.201 -0.525 -0.509 0.369
O 1.502 -4.508 0.599 -0.411 0.468 -0.592
O 5.720 -2.946 3.708 0.145 0.218 -0.284
H 2.886 -6.036 2.095 0.229 -0.121 -0.080
H 4.952 -5.416 3.403 -0.027 -0.087 -0.035
H 4.271 -1.382 2.239 0.181 -0.074 -0.289
H 2.455 -2.072 0.607 -0.034 0.084 -0.084
H 1.472 -5.436 0.358 0.321 -0.095 0.158
H 5.833 -1.989 3.587 0.074 0.036 0.218
C -1.123 0.268 -2.705 0.936 -0.752 0.418
O -0.936 0.753 -1.367 -0.383 1.209 -0.337
P -0.427 -0.021 -0.119 -0.791 -0.707 0.638
O -0.403 0.771 1.136 -0.045 -0.494 -1.077
O 1.013 -0.567 -0.550 -1.017 -0.439 0.492
C 1.958 0.331 -1.088 0.836 0.685 -0.054
O -1.431 -1.295 -0.126 1.139 1.325 0.266
C -1.555 -2.010 1.108 -0.359 -1.562 0.059
H -1.850 0.886 -3.218 -0.135 -0.004 0.198
H -1.374 -0.791 -2.657 -0.503 0.077 -0.168
H -0.175 0.312 -3.239 0.015 0.247 0.011
H 2.917 0.166 -0.596 0.017 -0.453 -0.380
H 1.788 1.397 -0.899 -0.611 -0.171 0.084
H 1.996 0.185 -2.169 0.335 -0.059 0.119
H -2.576 -2.350 1.303 -0.288 0.897 -0.301
H -1.205 -1.425 1.954 0.158 -0.173 0.000
H -1.073 -2.983 0.966 0.725 0.391 0.342
C -3.385 -1.260 -6.715 0.190 -0.021 -1.359
O -2.400 -0.528 -5.995 0.609 0.654 0.147
P -0.937 -0.288 -6.610 -1.469 -0.291 -0.498
O -0.145 -1.503 -6.757 0.481 0.063 -0.044
O -1.210 0.481 -8.012 -0.339 -0.484 1.263
C -0.291 0.409 -9.095 -0.093 0.495 -0.691
O -0.412 0.822 -5.600 0.135 -0.049 -0.722
C 0.372 1.866 -6.203 -0.691 1.248 0.527
H -3.154 -1.141 -7.777 -0.152 -0.337 -0.036
H -4.376 -0.831 -6.595 0.147 0.193 0.408
H -3.413 -2.320 -6.469 0.246 0.069 0.247
H -0.757 -0.019 -9.985 -0.124 -0.488 0.367
H 0.606 -0.142 -8.819 0.044 0.079 -0.140
H -0.106 1.440 -9.412 0.479 -0.059 0.345
H -0.269 2.540 -6.777 -0.063 -0.494 -0.473
H 1.198 1.497 -6.804 0.125 -0.032 0.172
H 0.661 2.548 -5.402 0.617 -0.562 0.196
C -4.006 1.949 0.370 0.872 0.381 1.144
O -4.105 1.602 -1.003 -0.437 -0.141 -0.366
P -5.448 0.880 -1.502 -0.379 0.055 -0.945
O -5.746 -0.413 -0.872 -0.002 0.847 -0.177
O -6.607 1.997 -1.427 0.707 -0.781 0.432
C -6.337 3.382 -1.485 0.580 1.053 0.191
O -5.261 0.832 -3.096 -0.125 0.180 0.614
C -4.664 -0.318 -3.734 -0.664 0.004 1.546
H -4.438 2.927 0.594 -0.607 -0.207 -0.197
H -2.963 2.105 0.659 0.200 -0.375 -0.583
H -4.367 1.173 1.044 -0.385 -0.030 -0.179
H -6.875 3.884 -0.681 -0.369 -0.102 -0.184
H -6.565 3.827 -2.453 -0.460 -0.316 -0.051
H -5.293 3.660 -1.317 0.102 -0.522 -0.004
H -5.033 -1.210 -3.219 0.253 -0.049 0.044
H -3.599 -0.194 -3.561 0.062 -0.475 -0.894
H -5.069 -0.372 -4.735 0.532 0.369 -0.227
C -1.836 1.661 3.825 -0.643 0.034 -0.941
O -3.190 1.454 4.273 -0.762 -0.299 0.640
P -3.602 0.074 4.948 -0.215 -0.820 0.461
O -3.952 -1.069 4.086 0.620 0.757 0.275
O -4.799 0.498 5.922 0.847 0.678 -0.657
C -5.575 -0.461 6.600 -0.737 -0.963 0.798
O -2.399 -0.267 5.957 -0.015 -0.326 -0.475
C -2.058 0.603 7.038 -0.240 0.053 0.038
H -1.302 2.271 4.549 0.237 -0.445 0.138
H -1.913 2.229 2.898 0.011 0.050 0.090
H -1.422 0.702 3.522 0.557 0.159 0.407
H -6.543 -0.589 6.118 -0.024 0.282 -0.012
H -5.701 -0.148 7.638 -0.185 0.424 -0.171
H -5.181 -1.476 6.712 0.642 0.206 -0.608
H -2.945 1.185 7.287 0.261 0.263 0.207
H -1.204 1.230 6.782 -0.166 0.119 -0.171
H -1.761 0.007 7.900 -0.139 -0.195 -0.121
C 4.083 -0.181 -4.817 -0.151 -0.212 -1.010
O 5.345 0.288 -4.353 0.529 -0.426 0.571
P 5.762 0.182 -2.820 -1.003 -0.929 -0.111
O 7.131 0.573 -2.527 0.246 0.115 -0.089
O 5.319 -1.323 -2.454 0.637 0.967 -0.579
C 5.650 -1.873 -1.181 -0.844 -0.721 0.929
O 4.644 1.048 -2.080 0.171 -0.316 0.169
C 4.627 2.482 -2.238 0.980 -0.468 0.297
H 3.757 0.588 -5.518 -0.511 0.035 0.341
H 3.364 -0.446 -4.045 0.045 0.522 0.209
H 4.174 -1.085 -5.426 0.494 -0.028 0.186
H 5.798 -2.955 -1.203 0.309 0.080 -0.834
H 4.744 -1.829 -0.572 0.307 0.586 0.284
H 6.525 -1.435 -0.706 -0.116 0.331 -0.115
H 3.669 2.703 -2.694 0.099 0.563 0.080
H 5.506 2.821 -2.791 -0.333 -0.082 -0.570
H 4.806 2.914 -1.257 -0.771 0.065 -0.120
C 6.649 2.573 5.063 -0.013 -0.396 -0.767
O 5.249 2.339 4.866 -1.197 -0.749 0.195
P 4.711 1.474 3.653 -0.850 0.385 -1.006
O 5.455 0.261 3.301 0.610 -0.332 0.075
O 3.162 1.193 3.922 1.363 0.024 1.083
C 2.225 0.808 2.896 -0.563 1.327 0.528
O 4.708 2.573 2.498 -0.140 -0.420 -0.255
C 5.207 2.320 1.145 0.335 0.034 1.936
H 7.243 1.887 4.455 -0.042 -0.116 0.114
H 6.859 2.391 6.111 0.088 0.334 0.027
H 6.859 3.578 4.702 0.092 0.123 0.437
H 2.513 1.351 1.998 -0.267 -0.402 -0.360
H 1.297 1.231 3.278 -0.105 0.087 -0.396
H 2.008 -0.252 2.783 0.873 -0.167 -0.008
H 6.290 2.313 1.268 0.072 0.224 -0.635
H 4.812 3.181 0.615 0.099 -0.327 -0.407
H 4.929 1.323 0.807 -0.370 0.206 -0.322
C 5.189 5.854 2.245 0.257 0.061 -0.744
O 3.807 5.647 2.098 -0.423 -0.562 -0.074
C 3.169 6.401 1.098 -1.048 0.696 0.606
C 3.271 5.918 -0.332 2.469 -0.351 0.036
O 2.827 4.588 -0.518 -0.754 0.803 -0.228
C 1.421 4.493 -0.495 -0.680 -0.738 -0.008
H 5.473 6.714 1.626 0.291 0.129 0.370
H 5.770 5.002 1.878 -0.118 -0.063 0.031
H 5.444 5.999 3.295 -0.128 0.166 -0.032
H 3.455 7.452 1.225 0.304 0.068 -0.543
H 2.107 6.429 1.360 -0.003 -0.259 0.209
H 4.338 5.848 -0.591 0.044 0.010 0.177
H 2.941 6.668 -1.060 -0.872 -0.204 0.119
H 1.176 3.433 -0.595 -0.014 0.069 0.129
H 0.898 5.001 -1.315 0.445 0.214 -0.139
H 0.964 4.848 0.433 0.213 -0.031 0.115
C -7.317 -8.735 0.476 -0.011 0.525 -0.960
O -7.346 -8.175 1.760 -0.180 -0.192 0.566
C -7.593 -6.776 1.760 0.175 -0.233 -0.822
C -6.291 -6.005 1.856 0.764 0.007 0.583
O -6.249 -4.939 0.913 -0.087 -0.467 1.756
C -5.230 -4.034 1.253 1.213 1.005 -2.474
H -8.304 -8.683 0.003 -0.154 -0.300 0.154
H -6.944 -9.756 0.485 -0.182 -0.085 0.412
H -6.672 -8.189 -0.226 0.244 0.159 0.276
H -8.277 -6.503 2.561 0.101 -0.321 0.257
H -8.110 -6.500 0.836 0.107 0.128 -0.095
H -5.389 -6.629 1.785 -0.297 -0.506 -0.904
H -6.110 -5.706 2.900 -0.577 0.883 -0.083
H -5.221 -3.489 2.198 -0.660 -0.369 0.215
H -5.253 -3.330 0.412 -0.301 0.510 0.518
H -4.216 -4.426 1.065 -0.142 -0.684 0.609
```
Forces are in eV/Å.

4.
C10H23RuS5 | ωB97M-V with the def2-TZVPD basis set

## Properties
multiplicity = 6
expectation value of S² = 8.77
charge = +2
relative energy (zero: lowest compared OMol25 entry of this formula, charge and spin) = 33.2 kJ/mol
HOMO-LUMO gap (spin up / spin down) = 0.1886 / 0.2645 hartree

Structure (XYZ):
```
39
Properties=species:S:1:pos:R:3:forces:R:3
Ru 0.181 -0.132 0.220 1.573 2.196 0.925
C 1.509 -1.945 -1.866 0.439 -0.826 0.828
C 0.166 -1.609 -2.443 -1.956 0.297 -0.679
S -0.761 -0.009 -1.797 -1.033 -2.122 -1.548
C -2.640 -0.319 -1.491 0.381 2.121 -1.524
C -3.158 -0.254 -0.105 0.112 0.373 1.735
S -1.743 0.275 1.269 -3.770 -0.913 -0.391
C -2.005 -0.958 2.621 -2.431 0.215 0.550
C -0.740 -1.443 3.277 -0.181 -1.514 0.493
S 0.672 -0.798 2.525 3.017 0.257 -0.728
C 1.684 -2.132 1.782 0.190 -1.491 0.615
C 2.730 -1.505 0.854 0.675 -0.496 0.944
S 2.331 -0.763 -0.769 0.180 0.485 0.531
H 2.271 -2.195 -2.587 -0.117 -0.062 -0.609
H 1.349 -2.825 -1.262 0.277 -0.419 0.224
H -0.559 -2.434 -2.224 0.588 0.810 -0.435
H 0.173 -1.373 -3.502 0.241 -0.442 -0.141
H -2.984 -1.209 -1.999 0.337 -0.176 -0.284
H -2.914 0.595 -2.094 -0.406 -1.118 0.656
H -3.591 -1.236 0.179 0.436 0.780 0.334
H -3.862 0.573 0.091 0.188 -0.618 -0.427
H -2.632 -1.833 2.284 0.782 1.036 -0.131
H -2.682 -0.395 3.292 0.560 -0.477 0.060
H -0.699 -2.529 3.169 0.050 0.041 0.166
H -0.544 -1.233 4.328 -0.897 0.171 0.083
H 1.101 -2.944 1.306 -0.082 0.565 0.185
H 2.188 -2.601 2.659 0.065 0.200 -0.856
H 3.620 -2.148 0.762 -0.467 0.148 0.009
H 3.017 -0.623 1.434 0.614 0.191 -0.444
H -0.501 2.571 -0.570 -0.382 -0.324 1.607
C 0.837 4.936 -0.146 1.414 -1.261 0.581
S -0.012 3.683 -1.208 0.982 0.873 -1.323
C 1.187 2.541 -1.951 -1.719 -1.147 -0.560
H 0.731 4.687 0.908 -0.699 0.099 0.032
H 0.317 5.813 -0.469 0.019 0.690 0.215
H 1.967 5.002 -0.216 -1.410 -0.218 -0.824
H 0.804 2.386 -2.989 0.795 0.299 0.669
H 0.987 1.566 -1.411 0.719 1.187 -0.431
H 2.203 2.816 -1.862 0.913 0.593 -0.108
```
Forces are in eV/Å.

5.
C8H8BrNOS | ωB97M-V with the def2-TZVPD basis set

## Properties
multiplicity = 1
relative energy (zero: lowest compared OMol25 entry of this formula, charge and spin) = 298.1 kJ/mol
HOMO-LUMO gap (spin up / spin down) = 0.1839 / 0.1841 hartree

Structure (XYZ):
```
20
Properties=species:S:1:pos:R:3:forces:R:3
C 1.650 1.600 -1.166 -0.911 0.240 2.259
C 2.172 2.244 0.762 -0.377 2.014 1.235
C 0.925 0.812 -0.271 3.085 2.016 -2.059
C -1.955 -1.436 -0.100 2.661 1.050 -1.155
C -0.920 -0.654 0.339 -1.352 -0.331 2.954
C -1.909 -1.548 -1.568 -0.205 -0.468 -1.907
C 0.000 -0.140 -0.596 -1.241 -2.137 -1.010
C -0.670 -0.222 1.771 2.968 1.209 0.594
N 2.304 2.560 -0.489 1.530 0.225 0.255
O 1.334 1.235 0.946 -0.325 -0.231 1.435
S -0.348 -0.678 -2.184 -1.050 -0.397 0.730
Br 2.140 -2.452 0.171 -0.470 0.538 -0.090
H 1.711 1.648 -2.187 -0.320 -0.376 -2.369
H 2.477 2.913 1.676 -0.487 -1.903 -1.925
H -2.636 -2.047 0.444 -0.435 0.101 0.657
H -2.025 -2.576 -2.025 0.675 0.863 0.767
H -2.757 -1.020 -2.050 0.369 0.123 0.291
H -0.730 0.908 1.962 -0.714 -1.654 -0.488
H 0.460 -0.358 2.102 -2.380 -0.438 -0.987
H -1.226 -0.790 2.461 -1.021 -0.443 0.812
```
Forces are in eV/Å.

Number 1: electronic energy -378.36379 hartree. Number 2: electronic energy -715.22956 hartree. Number 3: electronic energy -5572.98368 hartree. Number 4: electronic energy -2479.76814 hartree. Number 5: electronic energy -3411.73323 hartree.